## 1
ORCA calculation (the ωB97M-V functional and the def2-TZVPD basis) on a single C5H9O7 molecule.

## Properties
**Gap between HOMO and LUMO (spin up / spin down)**: 8.62 / 9.24 eV
**LUMO (spin up / spin down)**: 0.24 / -0.52 eV
**2S+1**: 2

Each line ends with the Löwdin charge.
Positions of all 21 atoms, in Å:
H: 0.531 -1.645 0.691  -0.006
C: 0.247 -0.547 1.719  -0.147
O: 0.694 -0.438 2.808  0.194
C: -0.678 0.221 0.894  -0.243
C: -0.079 0.369 -0.500  -0.425
C: -1.250 0.623 -1.458  0.009
C: 0.951 1.484 -0.662  -0.132
O: 1.640 1.236 -1.880  -0.123
O: 2.476 2.424 -2.117  -0.011
O: 0.650 -0.780 -1.000  -0.069
O: 0.386 -1.968 -0.215  0.006
O: -1.962 -0.386 0.934  -0.071
O: -2.008 -1.174 2.171  0.007
H: -0.801 1.168 1.426  0.181
H: -1.842 1.474 -1.087  0.103
H: -0.839 0.842 -2.455  0.102
H: -1.875 -0.280 -1.496  0.101
H: 0.496 2.478 -0.681  0.141
H: 1.701 1.461 0.133  0.140
H: 2.898 2.259 -2.973  0.101
H: -2.729 -1.811 1.920  0.144

=====

## 2
ORCA calculation (the ωB97M-V functional and the def2-TZVPD basis) on a single C5H9O7 molecule.

## Properties
**Gap between HOMO and LUMO (spin up / spin down)**: 9.96 / 6.93 eV
**LUMO (spin up / spin down)**: 0.18 / -2.83 eV
**2S+1**: 2

Each line ends with the Löwdin charge.
Positions of all 21 atoms, in Å:
H: -1.583 1.963 1.748  -0.041
O: -2.637 1.232 1.312  0.028
O: -1.924 0.341 0.450  -0.030
C: -0.985 -0.358 1.286  -0.084
C: 0.461 0.019 0.757  -0.447
C: 1.425 -0.682 1.685  -0.006
C: 0.628 1.585 0.723  -0.225
C: 2.093 1.990 0.430  -0.166
O: 3.115 1.583 0.902  0.101
O: 0.360 2.278 1.930  -0.085
O: -1.017 2.590 2.287  -0.001
O: 0.617 -0.360 -0.604  -0.054
O: 0.257 -1.809 -0.638  -0.007
H: -1.066 -0.101 2.354  0.154
H: -1.112 -1.427 1.094  0.132
H: 1.356 -0.218 2.680  0.110
H: 1.084 -1.725 1.801  0.096
H: 2.467 -0.643 1.327  0.099
H: 0.069 1.982 -0.136  0.159
H: 2.090 2.861 -0.304  0.144
H: -0.163 -1.885 -1.520  0.122

=====

Which structure wins on stability? 2 wins.

=====

## 1
ORCA calculation (the ωB97M-V functional and the def2-TZVPD basis) on a 2-piece molecular cluster, C5H13N3O2 overall.

## Properties
**SMILES string**: N#C[C@H](N)[C@@H](N)CCO.O
**Gap between HOMO and LUMO**: 9.68 eV
**LUMO**: 0.34 eV
**2S+1**: 1

Each line ends with the Löwdin charge.
Positions of all 23 atoms, in Å:
N: -0.790 -0.527 1.964  0.056
C: 0.033 -0.580 0.771  -0.388
C: -0.796 -0.923 -0.471  -0.161
C: -1.376 -2.325 -0.428  -0.281
O: -2.167 -2.515 -1.590  -0.072
C: 0.810 0.740 0.496  -0.375
N: -0.096 1.854 0.274  0.058
C: 1.741 1.027 1.612  -0.177
N: 2.747 1.234 2.168  0.148
H: -0.225 -0.438 2.804  0.073
H: -1.414 0.276 1.931  0.079
H: 0.787 -1.369 0.913  0.147
H: -1.617 -0.201 -0.589  0.123
H: -0.161 -0.839 -1.366  0.123
H: -0.561 -3.067 -0.391  0.122
H: -1.987 -2.448 0.480  0.115
H: -2.374 -3.448 -1.683  0.082
H: 1.468 0.521 -0.367  0.137
H: 0.122 2.722 0.751  0.085
H: -0.096 2.086 -0.719  0.065
O: 1.741 2.931 -1.957  -0.092
H: 1.619 2.874 -2.909  0.034
H: 2.591 2.415 -1.694  0.098

=====

## 2
ORCA calculation (the ωB97M-V functional and the def2-TZVPD basis) on a 2-piece molecular cluster, C5H13N3O2 overall.

## Properties
**SMILES string**: CCN=C(N)N.CC(=O)O
**Gap between HOMO and LUMO**: 9.25 eV
**LUMO**: 0.60 eV
**2S+1**: 1

Each line ends with the Löwdin charge.
Positions of all 23 atoms, in Å:
C: 1.789 2.298 -2.567  0.009
C: 2.413 2.507 -1.210  -0.558
O: 2.602 1.219 -0.701  0.005
O: 2.854 3.406 -0.607  0.135
H: 0.854 1.843 -2.348  0.061
H: 2.294 1.548 -3.144  0.080
H: 1.591 3.196 -3.204  0.105
C: -0.209 -1.961 1.381  -0.305
C: -0.654 -2.596 2.764  -0.107
C: -1.565 -0.350 0.070  -0.463
N: -1.012 -0.774 1.193  0.022
N: -2.025 1.037 0.163  0.125
N: -1.778 -0.850 -1.192  0.103
H: 0.886 -1.640 1.590  0.124
H: -0.243 -2.663 0.637  0.051
H: 0.088 -3.253 3.145  0.043
H: -1.762 -2.734 2.566  0.090
H: 2.702 1.207 0.315  0.155
H: -2.115 1.347 1.034  0.024
H: -2.876 1.087 -0.171  0.004
H: -1.848 -0.108 -1.896  0.094
H: -1.422 -1.865 -1.406  0.151
H: -0.562 -1.899 3.587  0.050

=====

## 3
ORCA calculation (the ωB97M-V functional and the def2-TZVPD basis) on a 3-piece molecular cluster, C5H13N3O2 overall.

## Properties
**Gap between HOMO and LUMO**: 8.32 eV
**LUMO**: 0.62 eV
**2S+1**: 1

Each line ends with the Löwdin charge.
Positions of all 23 atoms, in Å:
C: 1.501 0.059 0.085  -0.169
C: 1.817 0.789 1.374  -0.161
C: 0.124 -1.784 0.414  -0.376
N: -0.574 -1.402 1.394  0.102
N: 0.498 -2.527 -0.499  0.141
H: -0.699 -2.051 2.161  0.101
H: -0.977 0.079 1.153  0.058
H: -0.176 -3.235 -0.775  0.082
H: 1.879 0.534 -0.819  0.065
H: 2.022 -0.897 0.073  0.050
H: 1.499 1.835 1.370  0.052
H: 1.306 0.310 2.214  0.060
H: 2.889 0.781 1.594  0.067
C: -2.199 -0.328 -1.380  -0.050
C: -0.398 0.950 -0.457  -0.593
N: 0.012 2.187 -0.917  0.160
O: -0.868 0.191 -1.487  -0.090
O: -1.051 1.004 0.690  0.035
H: 0.524 2.729 -0.239  0.093
H: 0.449 2.163 -1.826  0.108
H: -2.906 0.477 -1.176  0.098
H: -2.408 -0.776 -2.348  0.093
H: -2.266 -1.086 -0.599  0.072

=====

Which structure wins on stability? 1 wins.

=====

## 1
ORCA calculation (the ωB97M-V functional and the def2-TZVPD basis) on C2H8N2 as an isolated structure.

## Properties
**Gap between HOMO and LUMO**: 10.21 eV
**LUMO**: 1.11 eV
**2S+1**: 1

Each line ends with the Löwdin charge.
Positions of all 12 atoms, in Å:
N: 1.810 -0.382 -0.862  -0.026
C: 0.554 -0.554 0.314  -0.232
C: -0.590 0.218 -0.362  -0.325
N: -1.442 0.858 0.628  -0.020
H: 2.645 -0.397 -0.272  0.010
H: 1.199 -1.329 -0.577  0.059
H: 0.200 -1.311 1.020  0.115
H: 1.001 0.244 0.896  0.093
H: -1.150 -0.331 -1.128  0.104
H: -0.157 1.037 -0.949  0.106
H: -1.906 1.669 0.267  0.056
H: -2.164 0.279 1.027  0.059

=====

## 2
ORCA calculation (the ωB97M-V functional and the def2-TZVPD basis) on a 2-piece molecular cluster, C2H8N2 overall.

## Properties
**SMILES string**: C=NC.N
**Gap between HOMO and LUMO**: 10.86 eV
**LUMO**: 1.13 eV
**2S+1**: 1

Each line ends with the Löwdin charge.
Positions of all 12 atoms, in Å:
N: -2.138 0.080 0.357  -0.023
H: -1.235 -0.428 0.295  -0.048
H: -2.661 -0.100 -0.546  0.025
H: -2.591 -0.584 1.023  0.015
C: 1.260 0.766 0.673  -0.120
C: 0.802 -0.835 -1.050  -0.079
N: 0.713 -0.534 0.175  -0.111
H: 0.560 1.524 1.045  0.074
H: 1.954 0.552 1.455  0.059
H: 1.696 1.398 -0.114  0.068
H: 1.205 -0.100 -1.715  0.054
H: 0.437 -1.740 -1.598  0.086

=====

## 3
ORCA calculation (the ωB97M-V functional and the def2-TZVPD basis) on a 2-piece molecular cluster, C2H8N2 overall.

## Properties
**SMILES string**: C=N.CN
**Gap between HOMO and LUMO**: 9.75 eV
**LUMO**: 1.00 eV
**2S+1**: 1

Each line ends with the Löwdin charge.
Positions of all 12 atoms, in Å:
C: -3.500 0.787 -3.263  -0.205
N: -2.202 0.718 -3.902  -0.076
H: -3.625 -0.039 -2.564  0.069
H: -4.296 0.726 -4.004  0.059
H: -3.635 1.716 -2.696  0.061
H: -1.510 0.163 -3.441  0.045
H: -1.888 1.498 -4.441  0.049
C: 3.891 -1.380 4.626  -0.137
N: 4.959 -1.172 5.296  -0.012
H: 3.872 -1.851 3.651  0.056
H: 2.994 -0.943 5.076  0.057
H: 4.941 -0.223 5.662  0.036

=====

Which structure wins on stability? 2 wins.

=====

## 1
ORCA calculation (the ωB97M-V functional and the def2-TZVPD basis) on a single C2H8N2 molecule.

## Properties
**SMILES string**: NCCN
**Gap between HOMO and LUMO**: 10.66 eV
**LUMO**: 1.20 eV
**2S+1**: 1

Each line ends with the Löwdin charge.
Positions of all 12 atoms, in Å:
N: -1.878 0.108 -0.088  -0.032
C: -0.459 0.432 0.441  -0.235
C: 0.535 -0.058 -0.554  -0.246
N: 1.826 -0.417 0.205  -0.026
H: -2.205 -0.784 0.320  0.061
H: -2.459 0.853 0.260  0.035
H: -0.540 1.532 0.436  0.110
H: -0.435 0.130 1.417  0.069
H: 0.789 0.477 -1.361  0.069
H: 0.200 -0.951 -0.929  0.072
H: 2.654 0.076 -0.263  0.083
H: 1.900 -1.405 -0.021  0.041

=====

## 2
ORCA calculation (the ωB97M-V functional and the def2-TZVPD basis) on a 2-piece molecular cluster, C2H8N2 overall.

## Properties
**SMILES string**: [H]/N=C/N.C
**Gap between HOMO and LUMO**: 10.47 eV
**LUMO**: 0.70 eV
**2S+1**: 1

Each line ends with the Löwdin charge.
Positions of all 12 atoms, in Å:
C: -3.515 -0.933 -0.693  -0.052
H: -3.395 -0.563 0.299  -0.005
H: -4.291 -1.670 -0.596  0.010
H: -3.915 0.089 -1.029  0.045
H: -2.689 -1.073 -1.349  0.002
N: 2.712 0.699 -0.612  0.055
C: 2.350 0.669 0.706  -0.439
N: 3.093 0.847 1.714  0.045
H: 2.205 0.002 -1.121  0.075
H: 3.720 0.582 -0.709  0.095
H: 1.237 0.526 0.824  0.121
H: 2.488 0.825 2.566  0.049

=====

## 3
ORCA calculation (the ωB97M-V functional and the def2-TZVPD basis) on a 2-piece molecular cluster, C2H8N2 overall.

## Properties
**SMILES string**: C=NC.N
**Gap between HOMO and LUMO**: 10.58 eV
**LUMO**: 1.04 eV
**2S+1**: 1

Each line ends with the Löwdin charge.
Positions of all 12 atoms, in Å:
N: 2.497 0.828 -0.417  0.010
H: 2.459 0.782 -1.424  -0.003
H: 1.629 1.283 -0.168  -0.021
H: 2.468 -0.100 -0.032  -0.006
C: -1.158 0.479 -0.614  -0.155
C: -1.179 -1.194 0.963  -0.081
N: -0.463 -0.359 0.357  -0.087
H: -0.653 0.605 -1.568  0.066
H: -1.303 1.510 -0.273  0.077
H: -2.164 0.071 -0.762  0.062
H: -2.270 -1.252 0.899  0.073
H: -0.684 -1.868 1.657  0.064

=====

Which structure wins on stability? 2 wins.